No. 1
Below is a cluster of 6 separate species, C22H57N2O6 in total, with properties calculated with ωB97M-V with the def2-TZVPD basis set.

Cartesian coordinates (Å):
C 4.445 -4.128 -0.039
C 4.992 -2.835 0.566
C 3.984 -2.011 1.393
C 2.509 -2.194 1.035
N 1.660 -1.251 1.758
N 0.624 -0.717 0.897
C 0.503 0.682 1.144
C 0.101 1.459 -0.118
C 1.128 1.409 -1.263
C 1.040 0.291 -2.317
C -0.381 -0.105 -2.731
C -0.900 -1.304 -1.946
C -2.237 -1.814 -2.456
O -2.828 -2.742 -1.551
C -3.234 -2.102 -0.360
H 3.984 -4.759 0.726
H 5.249 -4.705 -0.504
H 3.688 -3.933 -0.799
H 5.396 -2.209 -0.237
H 5.846 -3.098 1.199
H 4.187 -0.943 1.265
H 4.128 -2.223 2.458
H 2.345 -1.984 -0.027
H 2.208 -3.241 1.203
H 1.212 -1.783 2.505
H 1.456 1.108 1.523
H -0.263 0.975 1.921
H -0.029 2.510 0.176
H -0.884 1.126 -0.462
H 2.118 1.348 -0.788
H 1.097 2.370 -1.794
H 1.569 0.655 -3.208
H 1.571 -0.602 -1.979
H -1.051 0.745 -2.565
H -0.409 -0.334 -3.805
H -0.157 -2.107 -1.961
H -0.999 -1.025 -0.897
H -2.922 -0.964 -2.601
H -2.142 -2.341 -3.411
H -3.722 -1.139 -0.570
H -3.948 -2.750 0.153
H -2.390 -1.908 0.312
C 1.734 4.453 -4.536
C 1.581 3.215 -5.400
O 0.345 2.551 -5.183
H 1.641 4.193 -3.482
H 2.707 4.921 -4.693
H 0.962 5.190 -4.777
H 2.345 2.481 -5.145
H 1.702 3.468 -6.461
H -0.373 3.157 -5.392
C -4.214 -3.522 3.899
C -3.809 -2.075 3.692
O -4.788 -1.342 2.958
H -4.380 -4.010 2.938
H -3.439 -4.067 4.440
H -5.140 -3.586 4.479
H -2.895 -2.017 3.101
H -3.627 -1.585 4.653
H -5.609 -1.354 3.459
C -5.778 1.222 -2.780
C -4.636 2.077 -2.263
O -3.371 1.613 -2.702
H -5.640 0.184 -2.474
H -6.736 1.576 -2.395
H -5.820 1.251 -3.872
H -4.591 2.035 -1.175
H -4.785 3.126 -2.548
H -3.343 1.630 -3.664
C 0.124 -1.542 5.276
C -0.957 -0.515 5.538
O -1.962 -0.985 6.442
H -0.311 -2.459 4.878
H 0.845 -1.163 4.551
H 0.660 -1.788 6.198
H -1.487 -0.282 4.615
H -0.521 0.417 5.912
H -1.554 -1.184 7.290
C 3.981 3.197 1.072
C 4.306 3.693 -0.321
O 3.495 4.801 -0.713
H 2.933 2.902 1.135
H 4.589 2.329 1.330
H 4.169 3.979 1.816
H 4.100 2.910 -1.051
H 5.365 3.966 -0.410
H 3.640 5.508 -0.076

E = -1433.22536 Eh
Charge = -1

***

No. 2
Below is a structure of composition C22H58BF3InN6O7P2, with properties calculated with ωB97M-V with the def2-TZVPD basis set.

Cartesian coordinates (Å):
C -0.504 -5.397 10.855
C -1.967 -5.607 11.311
O -2.524 -4.487 11.965
C -2.813 -3.413 11.060
C -4.156 -3.563 10.296
In -3.808 -2.849 8.157
O -5.628 -2.573 7.124
C -2.585 -0.970 8.270
C -1.267 -1.014 7.470
O -1.542 -0.985 6.071
C -0.652 -0.204 5.344
C -1.478 0.562 4.244
F -1.083 1.852 4.144
F -1.295 0.027 3.025
F -2.755 0.546 4.567
B -2.748 -4.603 7.101
O -3.535 -5.785 6.896
O -1.406 -4.612 6.682
C -0.707 -5.808 7.043
C -0.845 -6.944 5.967
H -0.490 -4.704 10.000
H -0.006 -6.332 10.556
H 0.094 -4.939 11.659
H -1.988 -6.431 12.045
H -2.602 -5.904 10.455
H -2.005 -3.239 10.325
H -2.883 -2.489 11.658
H -5.002 -3.054 10.777
H -4.344 -4.649 10.192
H -5.880 -3.481 6.907
H -2.360 -0.789 9.339
H -3.218 -0.121 7.954
H -0.720 -1.928 7.774
H -0.643 -0.164 7.815
H -0.150 0.581 5.930
H 0.094 -0.794 4.778
H -3.506 -6.286 7.728
H 0.369 -5.604 7.143
H -1.136 -6.182 7.989
H -1.320 -7.819 6.441
H 0.120 -7.203 5.511
H -1.566 -6.598 5.213
O 2.222 0.623 -2.177
P 0.765 1.055 -2.050
N 0.253 -0.344 -1.192
C -0.864 -1.243 -1.380
C 0.805 -0.485 0.153
N 0.487 1.093 -3.766
C -0.357 0.182 -4.532
C 1.658 1.436 -4.575
N -0.731 1.931 -1.793
C -0.684 2.799 -0.611
C -2.094 1.569 -2.087
H -1.696 -1.021 -0.697
H -0.553 -2.273 -1.179
H -1.258 -1.252 -2.393
H 0.267 0.151 0.867
H 1.860 -0.204 0.179
H 0.751 -1.515 0.508
H -0.426 -0.814 -4.091
H 0.033 0.020 -5.539
H -1.356 0.600 -4.687
H 2.307 0.570 -4.757
H 2.259 2.206 -4.092
H 1.352 1.844 -5.542
H -0.946 2.253 0.306
H -1.365 3.648 -0.715
H 0.321 3.212 -0.474
H -2.622 1.218 -1.192
H -2.206 0.803 -2.847
H -2.631 2.451 -2.458
O 5.372 4.217 -9.399
P 3.907 4.623 -9.288
N 3.414 3.211 -8.436
C 2.318 2.291 -8.637
C 3.956 3.079 -7.088
N 3.645 4.658 -11.005
C 2.826 3.732 -11.779
C 4.818 5.025 -11.803
N 2.389 5.469 -9.044
C 2.407 6.336 -7.863
C 1.038 5.079 -9.351
H 1.474 2.496 -7.962
H 2.647 1.267 -8.435
H 1.934 2.277 -9.653
H 3.398 3.704 -6.377
H 5.005 3.381 -7.051
H 3.922 2.047 -6.731
H 2.772 2.735 -11.339
H 3.227 3.579 -12.782
H 1.821 4.131 -11.943
H 5.485 4.173 -11.980
H 5.400 5.806 -11.314
H 4.509 5.428 -12.771
H 2.148 5.782 -6.948
H 1.710 7.170 -7.972
H 3.402 6.769 -7.715
H 0.508 4.715 -8.461
H 0.949 4.312 -10.113
H 0.486 5.949 -9.726

Energy relative to the best compared isomer or geometry (same formula, charge and spin) = 48.53 kcal/mol
E = -2925.36483 Eh
Charge = -1

***

| no. | HOMO energy (eV) |
| --- | --- |
| 1 | -1.64 |
| 2 | -4.21 |